Record 1
This record from OMol25 describes C9H22F3LiN3O8S as an isolated structure at a distorted geometry. The level of theory is ωB97M-V/def2-TZVPD.

The charge is -1. The value obtained for the HOMO-LUMO gap is 3.33 eV. The value obtained for the energy above the lowest of the compared OMol25 structures with the same formula, charge and spin is 197.4 kcal/mol. The maximum force is 0.0841 hartree/bohr.

Each line ends with the Löwdin charge.
Atoms and positions in Å:
H -5.21 1.07 -1.05  0.075
C 2.34 3.17 -3.34  -0.221
H 3.84 3.68 -0.96  0.086
H -6.26 -1.68 1.78  0.119
H -7.62 0.16 -0.96  0.097
H 3.29 0.74 -2.72  0.064
H 1.86 0.85 -3.23  0.055
F 6.12 -2.62 3.20  0.129
H 4.48 2.17 -1.69  0.074
H 1.43 2.88 -3.87  0.101
H -4.39 -0.16 1.60  0.130
O 3.58 2.97 -4.07  -0.156
O 3.88 -4.51 2.24  -0.424
F 6.84 -4.17 4.66  0.061
H 2.27 2.87 -5.78  0.081
C -4.95 -0.27 0.68  -0.399
H 4.08 3.31 -6.12  0.086
C 6.40 -3.90 3.38  -0.619
O 4.12 -4.70 4.67  -0.352
C -4.97 1.06 0.01  -0.081
H 1.59 2.73 -1.35  0.126
N 2.37 0.95 -2.36  0.028
H -5.59 1.67 0.67  0.087
H 2.04 4.20 -3.18  0.117
C -6.39 -0.93 1.01  -0.175
O 5.10 -6.38 3.29  -0.377
N 1.06 -0.01 6.18  -0.716
N -4.18 -1.31 -0.04  0.023
H 3.53 2.04 -0.24  0.083
O -7.01 -1.59 -0.05  -0.208
S 4.72 -4.96 3.38  0.470
C -7.39 -0.89 -1.15  -0.126
C 3.65 2.63 -1.15  -0.060
H 2.97 4.34 -5.65  0.074
C 2.40 2.38 -1.99  -0.418
H -4.41 -2.22 0.32  0.065
Li 0.37 -1.91 0.90  0.951
H -3.99 1.53 0.11  0.076
O 0.78 -0.20 5.03  -0.096
H -4.39 -1.44 -1.02  0.057
O 0.43 -0.60 7.07  -0.099
H -7.12 -0.30 1.52  0.118
C 3.22 3.30 -5.45  -0.107
O 2.01 0.69 6.53  -0.079
H -6.36 -0.76 -1.48  0.054
F 7.31 -4.39 2.55  0.122
H -7.89 -1.50 -1.89  0.103

=====

Record 2
This record from OMol25 describes C6H10O as an isolated structure. The level of theory is ωB97M-V/def2-TZVPD.

The charge is 0. The value obtained for the HOMO-LUMO gap is 10.00 eV. The value obtained for the energy above the lowest of the compared OMol25 structures with the same formula, charge and spin is 41.6 kcal/mol. The maximum force is 0.0087 hartree/bohr.

Each line ends with the Löwdin charge.
Atoms and positions in Å:
H 0.33 -2.01 -1.64  0.082
C -0.27 -0.37 -0.38  -0.353
H -1.40 -1.68 -1.62  0.083
C 1.03 0.12 0.33  -0.278
H 1.26 2.24 -0.30  0.088
C -0.41 -1.20 -1.62  -0.025
H 1.92 -0.38 -0.06  0.146
H -2.40 0.00 0.00  0.111
H 2.29 1.68 1.05  0.082
C -1.41 0.31 0.33  -0.022
C 1.31 1.59 0.58  -0.036
H 0.58 1.94 1.32  0.076
O 0.59 -0.46 1.59  -0.048
H -1.33 1.36 0.61  0.099
H -1.14 -1.71 1.35  0.150
C -0.65 -0.81 1.00  -0.232
H -0.32 -0.63 -2.55  0.076

=====

Number 1: calculated total energy -1827.383958 Eh. Number 2: calculated total energy -309.776074 Eh.